Entry 1:
# C9H14

2 unconnected molecules or ions with the total composition C9H14 in a non-equilibrium geometry (ωB97M-V with the def2-TZVPD basis set, the OMol25 dataset).

```
23
Properties=species:S:1:pos:R:3:nbo_charge:R:1
C 2.31851 -1.71752 -0.61099 -0.634
C 1.10485 -1.67663 0.27270 0.002
C 0.05363 -2.56901 0.12645 -0.226
C -1.07433 -2.51862 0.93867 -0.198
C -1.18600 -1.52857 1.90354 -0.226
C -0.19250 -0.56036 1.96816 -0.202
C 0.97362 -0.66970 1.23938 -0.222
H 2.54924 -2.72149 -0.97676 0.217
H 3.18085 -1.28253 -0.10600 0.218
H 2.12057 -1.17847 -1.53933 0.221
H 0.15307 -3.38116 -0.58092 0.206
H -1.88019 -3.21779 0.74140 0.212
H -2.03857 -1.51408 2.57070 0.214
H -0.33639 0.33798 2.55108 0.211
H 1.74219 0.08853 1.30261 0.207
C -0.75042 3.04461 -1.97286 -0.615
C -1.11364 2.98698 -0.50089 -0.618
H 0.28196 2.79893 -2.18945 0.205
H -1.34561 2.32919 -2.54251 0.206
H -0.94615 4.03103 -2.40799 0.205
H -1.10404 3.94562 0.02371 0.203
H -2.09598 2.54582 -0.32837 0.207
H -0.41469 2.42725 0.11764 0.207
```

HOMO level in eV: -9.0023
LUMO energy in eV: 0.95
Kohn-Sham gap in eV: 10.0
Net charge: 0


Entry 2:
# C9H14

2 unconnected molecules or ions with the total composition C9H14 in a non-equilibrium geometry (ωB97M-V with the def2-TZVPD basis set, the OMol25 dataset).

```
23
Properties=species:S:1:pos:R:3:nbo_charge:R:1
C 0.81657 3.29716 -0.55509 -0.628
C 0.11289 1.99943 -0.96703 -0.016
C 0.14554 1.45348 -2.23564 -0.231
C -0.51279 0.19818 -2.37290 -0.185
C -1.33801 -0.24574 -1.33254 -0.241
C -1.26894 0.24193 -0.05911 -0.194
C -0.54455 1.46376 0.13005 -0.213
H 0.17363 4.14743 -0.55024 0.216
H 1.58384 3.32404 -1.34619 0.210
H 1.31305 3.19608 0.44810 0.215
H 0.64549 1.86016 -3.09471 0.218
H -0.43317 -0.28845 -3.32713 0.210
H -2.22345 -0.83157 -1.58127 0.214
H -1.92398 -0.01921 0.76159 0.213
H -0.69534 2.01111 1.06980 0.211
C 0.26387 -3.10004 2.50088 -0.616
C 0.74108 -2.38161 1.19667 -0.621
H 0.98965 -3.69130 3.06145 0.204
H -0.11784 -2.31345 3.14406 0.201
H -0.50685 -3.82075 2.31674 0.203
H 0.32872 -2.77832 0.26806 0.214
H 0.62696 -1.31027 1.36462 0.212
H 1.82360 -2.41204 1.15983 0.204
```

HOMO level in eV: -8.8138
LUMO energy in eV: 1.01
Kohn-Sham gap in eV: 9.8
Net charge: 0